Below is 8 unconnected molecules or ions with the total composition C38H43F6N3O4 in a non-equilibrium geometry, with properties calculated with wB97M-V/def2-TZVPD.

Geometry as ORCA input:
```
! RIJCOSX wB97M-V def2-TZVPD def2/J DEFGRID3
* xyz 0 1
N -11.015 -9.734 1.320
C -11.245 -10.344 0.081
C -11.071 -11.749 0.234
C -10.762 -11.942 1.613
C -10.662 -10.730 2.207
H -11.020 -8.758 1.580
H -11.459 -9.628 -0.699
H -11.141 -12.477 -0.561
H -10.434 -12.853 2.091
H -10.438 -10.485 3.235
N -17.979 -12.774 -8.481
C -18.434 -11.620 -7.860
C -18.512 -11.940 -6.512
C -18.042 -13.199 -6.310
C -17.796 -13.804 -7.633
H -17.661 -12.848 -9.436
H -18.517 -10.656 -8.340
H -18.891 -11.284 -5.743
H -18.024 -13.684 -5.346
H -17.586 -14.820 -7.935
N -14.493 -19.971 -5.073
C -14.464 -19.299 -6.272
C -13.188 -18.932 -6.499
C -12.371 -19.380 -5.461
C -13.286 -19.879 -4.522
H -15.320 -20.287 -4.586
H -15.338 -19.218 -6.902
H -12.816 -18.316 -7.304
H -11.370 -19.009 -5.298
H -13.082 -20.048 -3.475
C -11.900 -13.425 -5.816
C -12.351 -12.330 -6.524
C -11.545 -11.629 -7.461
C -10.317 -12.116 -7.699
C -9.778 -13.237 -7.021
C -10.582 -13.784 -5.965
H -12.468 -13.943 -5.058
H -13.371 -12.039 -6.322
H -11.947 -10.732 -7.907
H -9.700 -11.595 -8.416
H -8.761 -13.489 -7.284
H -10.329 -14.613 -5.320
C -15.281 -14.538 8.080
C -16.410 -15.286 7.596
C -16.705 -15.333 6.280
C -15.883 -14.579 5.395
C -14.764 -14.027 5.783
C -14.520 -13.919 7.146
H -15.153 -14.547 9.152
H -17.016 -15.836 8.300
H -17.543 -15.900 5.901
H -16.140 -14.579 4.346
H -14.164 -13.477 5.074
H -13.696 -13.290 7.450
C -23.910 -11.578 6.638
C -22.796 -12.124 6.069
C -21.998 -11.373 5.153
C -22.365 -10.032 5.013
C -23.434 -9.494 5.746
C -24.199 -10.243 6.547
H -24.508 -12.277 7.203
H -22.648 -13.191 6.151
H -21.167 -11.813 4.622
H -21.888 -9.409 4.272
H -23.663 -8.440 5.685
H -25.121 -9.888 6.984
C -21.446 -7.420 -1.540
C -20.904 -7.460 -3.038
O -21.824 -8.015 -3.970
C -22.965 -7.383 -4.301
O -23.251 -6.204 -4.025
C -23.882 -8.364 -5.020
F -23.464 -9.580 -5.023
F -25.107 -8.351 -4.495
F -23.961 -7.929 -6.257
H -20.739 -7.048 -0.799
H -22.004 -8.322 -1.291
H -22.288 -6.730 -1.595
H -20.023 -8.102 -3.014
H -20.797 -6.451 -3.438
C -15.331 -15.487 -0.739
C -16.779 -15.976 -0.966
O -17.612 -14.801 -1.199
C -18.625 -14.419 -0.272
O -18.695 -14.899 0.908
C -19.768 -13.518 -0.768
F -20.745 -14.323 -1.354
F -20.338 -12.881 0.263
F -19.304 -12.781 -1.763
H -14.681 -16.360 -0.774
H -15.181 -15.141 0.284
H -14.859 -14.793 -1.435
H -17.075 -16.440 -0.025
H -16.820 -16.728 -1.754
*
```

* strongest force on any atom: 6.6 eV/A
* Kohn-Sham gap: 8.2 eV
* energy relative to the best compared isomer or geometry (same formula, charge and spin): 306.4 kJ/mol
* SMILES: CCOC(=O)C(F)(F)F.CCOC(=O)C(F)(F)F.c1cc[nH]c1.c1cc[nH]c1.c1cc[nH]c1.c1ccccc1.c1ccccc1.c1ccccc1
* E: -69064.1062 eV
* HOMO: -8.004 eV

Mulliken atomic charge list, values in e, 8 entries: -0.02, -0.40, -0.44, -0.49, -0.40, 0.20, 0.37, 0.43

***

Below is 6 unconnected molecules or ions with the total composition C8H30N2O6 in a non-equilibrium geometry, with properties calculated with wB97M-V/def2-TZVPD.

Geometry as ORCA input:
```
! RIJCOSX wB97M-V def2-TZVPD def2/J DEFGRID3
* xyz 0 1
O -2.387 -1.861 -4.329
H -1.966 -2.721 -4.368
H -2.362 -1.630 -3.400
O -0.792 -1.706 -0.840
H -1.050 -2.362 -0.162
H -0.892 -0.857 -0.397
O -1.912 -2.955 1.282
H -2.025 -3.042 2.234
H -2.668 -3.418 0.902
O -1.581 -3.667 -2.655
H -1.251 -2.985 -2.041
H -1.918 -4.368 -2.088
C 3.283 0.462 1.446
C 2.316 -0.410 2.301
C 1.159 0.391 2.834
O 0.497 -0.386 3.843
C -0.887 -0.183 3.889
N 1.813 -1.528 1.458
H 4.124 -0.062 0.999
H 3.794 1.094 2.183
H 2.772 1.179 0.806
H 2.888 -0.918 3.077
H 0.475 0.659 2.022
H 1.404 1.325 3.355
H -1.173 0.795 4.285
H -1.303 -0.938 4.565
H -1.342 -0.464 2.932
H 1.129 -2.002 2.047
H 1.233 -1.091 0.743
C -1.717 2.925 -1.827
C -0.998 1.686 -1.284
C 0.519 1.733 -1.269
O 1.030 2.164 -2.533
C 2.413 1.871 -2.637
N -1.525 1.354 0.071
H -1.440 3.033 -2.879
H -1.326 3.833 -1.362
H -2.803 2.889 -1.775
H -1.264 0.866 -1.957
H 0.953 0.737 -1.122
H 0.908 2.350 -0.451
H 2.670 2.318 -3.597
H 2.577 0.791 -2.694
H 2.996 2.331 -1.835
H -2.134 2.126 0.327
H -2.236 0.643 -0.099
*
```

* strongest force on any atom: 2.1 eV/A
* Kohn-Sham gap: 9.3 eV
* energy relative to the best compared isomer or geometry (same formula, charge and spin): 88.0 kJ/mol
* SMILES: COC[C@H](C)N.COC[C@H](C)N.O.O.O.O
* E: -24046.3499 eV
* HOMO: -9.417 eV

Mulliken atomic charge list, values in e, 8 entries: -0.65, 0.33, 0.32, -0.66, 0.45, 0.10, -0.61, 0.28